(1)
15
Properties=species:S:1:pos:R:3 method="wB97M-V/def2-TZVPD" spin_multiplicity=2 max_force_ev_per_a=1.5 homo_ev="-5.343 / -9.352" homo_lumo_gap_ev="5.79 / 9.79" relative_energy_kcal_mol=0.8 lumo_ev="0.4 / 0.4" e_tot_ev=-7819.2111
C 1.5788 0.3067 -0.7464
C -0.5757 1.2223 -1.5343
N 0.1986 0.1513 -1.1408
H 2.1117 -0.5643 -1.1345
H 1.6370 0.2800 0.3508
H 1.9623 1.2221 -1.1719
H -0.1591 2.2000 -1.5126
H -1.6431 1.1018 -1.5866
H -0.3476 -0.6360 -0.8114
H 0.1075 1.2994 2.8076
H -0.6171 0.0754 3.2688
O -0.2250 0.4577 2.4745
H -0.6791 -2.7834 0.1492
H -1.8946 -2.0588 0.7099
O -1.4546 -2.2742 -0.1225

=====

(2)
29
Properties=species:S:1:pos:R:3 method="wB97M-V/def2-TZVPD" max_force_ev_per_a=2.1 homo_ev=-8.905 homo_lumo_gap_ev=9.86 relative_energy_kcal_mol=19.2 lumo_ev=1.0 e_tot_ev=-11698.4465
C -0.2746 -0.3835 -1.6634
C -0.9362 -0.8109 -2.9734
C -0.1545 -1.5622 -0.7055
C 1.0631 -1.9244 -0.1754
C -1.2641 -2.2896 -0.2362
C 1.2484 -2.7024 0.9794
C -1.1144 -3.1184 0.8483
C 0.1106 -3.2660 1.5305
H 0.7234 0.0137 -1.8339
H -0.9608 0.2663 -1.1096
H -1.9835 -1.0436 -2.9166
H 1.9568 -1.5999 -0.7110
H -2.2451 -2.2814 -0.7054
H 2.2685 -2.8270 1.3271
H -1.9285 -3.6607 1.3192
H 0.1161 -3.7516 2.5084
H -0.4344 -1.6799 -3.4231
H -0.8573 0.0013 -3.6973
C 0.2597 3.3621 1.4998
C 0.1748 1.8770 1.7699
C 0.7479 3.6996 0.0879
H -0.6858 3.9160 1.5749
H 0.9424 3.8802 2.1809
H -0.1819 1.3600 0.8287
H 1.6986 3.1783 -0.1204
H 0.0729 3.4585 -0.7340
H -0.4646 1.7360 2.6430
H 1.1331 1.3878 1.9442
H 0.9690 4.7646 -0.0370

=====

(3)
94
Properties=species:S:1:pos:R:3 method="wB97M-V/def2-TZVPD" max_force_ev_per_a=0.9 homo_ev=-8.897 homo_lumo_gap_ev=9.46 lumo_ev=0.6 e_tot_ev=-77263.1487
C -1.5482 3.1594 2.7928
C -1.7499 2.5173 1.4245
C -1.6017 0.9831 1.3157
C -1.9987 0.5998 -0.1282
C -3.0012 -0.5505 -0.3585
C -2.4957 -1.6154 -1.3361
C -2.2100 -1.0368 -2.7391
N -0.8049 -1.2232 -3.1632
C -0.1959 -0.1088 -3.8150
C 0.3020 1.0315 -2.9612
O -0.0911 -0.0733 -5.0133
O -2.5228 0.4550 2.2888
C -1.8573 0.1188 3.4132
O -2.3826 -0.1804 4.4402
O -0.5272 0.1460 3.2166
C -0.2231 0.4242 1.8009
C 0.9491 1.4351 1.7899
C 2.2278 1.0903 1.0115
C 3.0287 2.3670 0.7429
O 3.0244 0.0806 1.6178
C 3.4887 0.3390 2.9212
C 4.4263 -0.7596 3.3457
C 4.2251 -2.0654 2.9226
C 5.0909 -3.0750 3.3184
C 6.1651 -2.7864 4.1464
C 6.3670 -1.4847 4.5771
C 5.5071 -0.4771 4.1725
C 0.2093 -0.9942 1.3615
C -0.7581 -2.1316 1.6786
F 0.5241 -1.0214 -0.0090
H -1.8653 4.2024 2.7450
H -0.5197 3.1599 3.1448
H -2.1624 2.6808 3.5568
H -2.7846 2.7038 1.1294
H -1.1226 2.9843 0.6621
H -2.4363 1.4989 -0.5640
H -1.0909 0.4187 -0.6976
H -3.8894 -0.1252 -0.8298
H -3.3475 -0.9885 0.5733
H -3.2798 -2.3647 -1.4309
H -1.5798 -2.0772 -0.9763
H -2.4685 0.0287 -2.7746
H -2.8480 -1.5215 -3.4794
H -0.2276 -1.5372 -2.3943
H 0.7014 0.6726 -2.0121
H 1.0768 1.5867 -3.4828
H -0.5118 1.7238 -2.7327
H 1.1908 1.6382 2.8328
H 0.6181 2.3836 1.3770
H 1.9582 0.6832 0.0414
H 4.0172 2.1074 0.3655
H 3.1400 2.9740 1.6439
H 2.5136 2.9611 -0.0125
H 2.6553 0.3879 3.6347
H 4.0216 1.2939 2.9826
H 3.3944 -2.3020 2.2701
H 4.9226 -4.0829 2.9635
H 6.8392 -3.5792 4.4422
H 7.2024 -1.2584 5.2264
H 5.6809 0.5408 4.4999
H 1.1425 -1.1843 1.8879
H -0.4228 -2.6427 2.5813
H -1.7847 -1.8215 1.8441
H -0.7102 -2.8623 0.8747
C -7.4706 -3.4867 2.7033
C -6.4489 -4.5738 2.3411
C -6.3312 -4.6002 0.8118
S -6.7180 -2.9326 0.2554
O -7.9275 -2.9698 -0.5247
O -5.5300 -2.3043 -0.2680
C -7.0908 -2.2646 1.8741
H -7.4608 -3.2603 3.7680
H -8.4772 -3.8167 2.4382
H -5.4818 -4.3255 2.7822
H -6.7435 -5.5492 2.7248
H -5.3323 -4.8519 0.4651
H -7.0603 -5.2656 0.3541
H -7.8839 -1.5279 1.7721
H -6.1832 -1.7907 2.2480
C 4.3894 2.9554 -7.1203
C 5.4595 3.1513 -6.0365
C 4.8666 4.0816 -4.9704
S 3.0867 3.8193 -5.0207
O 2.4492 5.0368 -5.4502
O 2.6533 3.1581 -3.8136
C 3.0919 2.6535 -6.3779
H 4.6489 2.1499 -7.8051
H 4.2782 3.8711 -7.7047
H 5.7052 2.1865 -5.5891
H 6.3790 3.5664 -6.4461
H 5.2170 3.8579 -3.9661
H 5.0400 5.1314 -5.1978
H 2.1906 2.8020 -6.9673
H 3.0942 1.6524 -5.9477

=====

(4)
18
Properties=species:S:1:pos:R:3 method="wB97M-V/def2-TZVPD" max_force_ev_per_a=6.2 homo_ev=-7.706 homo_lumo_gap_ev=8.61 relative_energy_kcal_mol=175.4 lumo_ev=0.9 e_tot_ev=-10367.7003
C 0.1075 0.5058 -0.6321
C -0.6471 1.3061 0.3078
C 0.1371 -0.9623 0.9849
C -0.2779 -1.0382 -0.4147
C 0.0896 -0.5083 -1.7188
H 1.8116 1.5310 -1.2571
H 2.2581 0.2020 -0.4611
H -0.1778 2.1533 0.6459
H -1.7367 1.4210 -0.0578
H -0.1688 0.5565 2.2783
H -0.1556 -1.6788 1.6804
H 1.2432 -1.1354 1.3788
H -1.6298 -1.2521 0.9043
H -0.9868 -0.7513 -2.0400
H 0.8650 -0.4312 -2.3762
N 1.5196 1.0400 -0.4640
N -0.6511 0.2338 1.5004
O -1.6000 -1.1918 -0.2590